# C34H40N8O2PReS

C34H40N8O2PReS as an isolated structure in a non-equilibrium geometry (ωB97M-V/def2-TZVPD, OMol25).

```
! wB97M-V def2-TZVPD RIJCOSX def2/J DEFGRID3
* xyz 3 2
Re -1.318 0.284 -0.148
O -1.473 1.775 1.257
C -2.133 2.918 1.155
C -2.617 3.548 2.317
C -3.364 4.700 2.234
C -3.686 5.249 0.990
C -3.145 4.704 -0.153
C -2.329 3.569 -0.091
C -1.543 3.134 -1.220
N -0.945 1.941 -1.393
C -0.173 2.032 -2.534
C -0.317 3.273 -3.064
N -1.176 3.944 -2.232
H -2.406 3.084 3.273
H -3.717 5.177 3.137
H -4.343 6.105 0.927
H -3.369 5.152 -1.113
H 0.444 1.210 -2.859
H 0.124 3.723 -3.936
H -1.470 4.903 -2.335
N -1.906 -3.061 -0.223
C -1.862 -2.568 1.063
C -2.008 -3.500 2.099
C -1.962 -3.083 3.407
C -1.790 -1.724 3.669
C -1.677 -0.865 2.608
N -1.699 -1.261 1.309
C -1.904 -2.490 -1.473
C -2.163 -3.369 -2.537
C -2.242 -2.894 -3.822
C -2.072 -1.523 -4.033
C -1.800 -0.726 -2.958
N -1.705 -1.176 -1.679
H -2.027 -4.061 -0.257
H -2.155 -4.545 1.861
H -2.076 -3.792 4.216
H -1.748 -1.348 4.680
H -1.557 0.195 2.777
H -2.330 -4.418 -2.330
H -2.454 -3.564 -4.645
H -2.148 -1.093 -5.022
H -1.638 0.329 -3.110
N -3.974 1.364 -1.530
N -3.604 0.549 -0.409
H -4.976 1.528 -1.549
H -3.718 0.891 -2.388
H -4.095 -0.346 -0.414
H -3.936 1.045 0.419
N 0.645 0.185 0.359
S 1.478 -0.899 1.272
C 3.217 -0.490 1.067
C 4.099 -1.560 1.023
C 5.464 -1.309 1.048
C 5.927 -0.004 1.126
C 5.028 1.058 1.149
C 3.665 0.823 1.123
C 1.371 -0.246 2.965
C 1.771 -1.078 3.997
C 1.849 -0.553 5.278
C 1.517 0.775 5.509
C 1.078 1.580 4.467
C 1.005 1.072 3.178
H 1.251 0.883 -0.062
H 3.727 -2.576 0.990
H 6.158 -2.138 1.016
H 6.989 0.188 1.192
H 5.392 2.074 1.211
H 2.974 1.654 1.174
H 2.038 -2.110 3.804
H 2.168 -1.184 6.097
H 1.614 1.185 6.505
H 0.807 2.612 4.645
H 0.663 1.690 2.359
C 1.899 -1.330 -4.782
P 2.067 -1.592 -2.998
C 1.890 -3.378 -2.732
C 3.789 -1.172 -2.626
O 1.078 -0.810 -2.177
H 2.616 -1.949 -5.321
H 2.098 -0.282 -5.007
H 0.891 -1.586 -5.106
H 2.719 -3.926 -3.177
H 0.957 -3.715 -3.182
H 1.863 -3.569 -1.659
H 4.458 -1.724 -3.287
H 4.033 -1.410 -1.593
H 3.932 -0.103 -2.786
*
```

Computed properties:
* E_HOMO (spin up / spin down): -15.492 / -15.582 eV
* largest force on an atom: 2.59 eV/Å
* expectation value of S²: 1.06
* lowest unoccupied orbital energy (spin up / spin down): -0.3543 / -0.3450 hartree
* E_tot: -2725.19536 Eh
* relative energy (zero: lowest compared OMol25 entry of this formula, charge and spin): 0.140 eV